{
  "formula": "C25H53B3O13",
  "method": "ωB97M-V/def2-TZVPD",
  "e_homo_ev": -9.81,
  "lumo_energy_ev": 0.30,
  "total_energy_ev": -55431.42177,
  "fmax_ev_per_a": 5.27,
  "total_charge": 0,
  "gap_ev": 10.12,
  "smiles": "COCCCCCCCCCCCB1OBOB(C)O1.CCOC(=O)OC.CCOC(=O)OC.CCOC(=O)OC",
  "symbols": ["O", "O", "O", "O", "O", "O", "O", "O", "O", "O", "O", "O", "O", "C", "C", "C", "C", "C", "C", "C", "C", "C", "C", "C", "C", "C", "C", "C", "C", "C", "C", "C", "C", "C", "C", "C", "C", "C", "B", "B", "B", "H", "H", "H", "H", "H", "H", "H", "H", "H", "H", "H", "H", "H", "H", "H", "H", "H", "H", "H", "H", "H", "H", "H", "H", "H", "H", "H", "H", "H", "H", "H", "H", "H", "H", "H", "H", "H", "H", "H", "H", "H", "H", "H", "H", "H", "H", "H", "H", "H", "H", "H", "H", "H"],
  "xyz": [[0.41408, -2.18727, -7.72239], [1.12904, -0.22994, -2.87513], [-1.05823, 1.21114, -2.57881], [-3.83657, 4.25322, 6.89717], [2.93835, -5.30377, 2.11724], [3.35543, -5.92465, 4.18152], [-1.62569, -2.09941, -8.77768], [0.18049, -3.22057, -9.64552], [8.94444, -1.88705, -0.40754], [8.97072, 0.30550, -1.08906], [7.03311, -0.82016, -0.57863], [3.28366, -3.67939, 3.70601], [-1.16844, -1.35529, -2.67906], [-0.95322, -2.27979, -5.71284], [-2.97816, 3.27840, 7.59989], [6.12657, 0.49497, -2.41303], [-5.60786, 2.24561, 1.98133], [-6.01081, 5.29505, 4.76263], [-2.31849, -0.05299, -0.55114], [-0.45836, -2.45882, -8.72357], [-4.82229, 1.12084, -0.41972], [-3.75364, 6.53126, 5.73141], [-3.93977, -0.22930, -0.70962], [10.35553, -1.92249, -0.60939], [4.12120, -3.74045, 0.67735], [3.72612, -5.58693, 5.51633], [8.37543, -0.69689, -0.72083], [-0.10936, -1.41580, -6.63400], [1.05909, -2.81945, -2.02211], [-0.65813, -3.65972, -10.71184], [-4.39114, 1.96308, 0.91876], [2.77569, -4.29471, 1.11269], [3.19313, -4.85121, 3.36925], [-2.99686, 5.08269, 5.97538], [-5.65371, 3.84827, 4.07899], [-4.89364, 6.47198, 4.52242], [6.26375, 0.34319, -0.90795], [-5.66035, 3.85673, 2.42405], [-1.50533, -0.08430, -1.98741], [0.32339, -1.42898, -2.55569], [0.25567, 0.92390, -3.24957], [-2.00765, 3.07306, 6.95970], [-6.64096, 1.87516, 1.57437], [-2.63819, 3.62204, 8.66896], [-1.93041, -1.00163, 0.06117], [-5.94135, 0.75170, -0.23231], [-1.27457, -1.71180, -4.83639], [4.74773, -5.19634, 5.53051], [-0.38861, -3.15673, -5.38297], [10.57837, -1.89445, -1.67990], [4.78884, -4.54946, 0.36688], [10.73323, -2.86435, -0.20124], [-6.69661, 4.27051, 2.05080], [0.62514, 1.67543, -4.10713], [-4.24489, 6.85171, 6.76658], [10.85318, -1.09850, -0.08868], [5.72801, -0.42150, -2.85785], [6.69680, 1.23889, -0.44747], [4.61922, -3.21673, 1.49998], [-1.97130, 5.27466, 6.54197], [-5.35130, 1.60599, 2.95556], [2.22664, -2.64194, -2.17039], [2.28843, -4.77477, 0.25717], [-4.88530, 1.79259, -1.39966], [-1.37724, -4.39527, -10.33997], [-3.61792, 2.28324, 7.74482], [0.83799, -2.90710, -0.85652], [-0.02674, -4.14168, -11.46378], [-4.40158, 6.38077, 3.44632], [-4.63389, 3.37845, 4.40967], [0.66774, -3.78872, -2.55062], [-6.20202, 5.15359, 5.93096], [-2.75961, 4.53826, 4.96221], [-4.13433, -0.51323, -1.85281], [-3.49733, 1.43892, 1.50994], [-1.17431, -2.81858, -11.18490], [-4.78384, 4.48515, 1.95271], [-5.45334, 7.52455, 4.55877], [2.10429, -3.50202, 1.46298], [7.09826, 0.67878, -2.88319], [-0.67038, -0.55024, -7.00539], [-2.90514, 7.30794, 5.41216], [3.69556, -6.49963, 6.11831], [-4.33168, -1.14068, -0.08665], [-7.03185, 5.65397, 4.27531], [-1.84581, -2.65234, -6.22618], [3.02935, -4.86441, 5.95250], [5.46420, 1.32848, -2.65914], [-1.97136, 0.90851, 0.01792], [5.27114, 0.20212, -0.46678], [4.00082, -3.03901, -0.15183], [0.75089, -1.02759, -6.07807], [-6.50074, 3.08249, 4.39658], [-3.94045, 2.99531, 0.53509]],
  "atomic_forces_ev_per_a": [[-0.4, -0.1, -1.0], [-4.3, 0.0, 0.0], [2.9, -4.3, -0.5], [2.5, -0.1, -0.5], [0.0, 0.1, 1.1], [-0.3, 0.7, -0.7], [1.7, -0.5, 0.0], [-0.3, 0.7, 0.7], [-0.6, 0.9, -0.1], [-0.8, -1.5, 0.6], [1.1, -0.1, 0.2], [-0.2, -1.7, -0.4], [2.9, 2.8, 2.3], [-0.3, -0.1, -0.2], [0.0, -1.0, 0.0], [0.3, -0.1, -0.2], [1.0, 0.2, 0.3], [-0.2, -0.1, -0.1], [0.6, -0.9, 0.3], [-0.6, 0.1, 0.2], [-1.0, -0.6, 0.2], [0.4, -0.6, -0.6], [-0.3, 0.1, -1.2], [0.6, -0.1, 0.0], [0.2, 0.1, 0.3], [0.1, 0.0, 0.6], [0.1, 0.5, -0.4], [-0.4, 0.2, 0.6], [0.4, 0.7, 0.2], [-0.2, -0.2, -0.5], [0.7, 0.5, -0.4], [0.1, 0.5, -0.5], [0.2, 0.6, 0.0], [0.2, 1.0, 0.8], [-0.5, 0.0, -0.5], [-0.2, 0.5, 0.6], [-0.4, 0.5, -0.3], [-0.9, -1.0, 0.7], [-0.4, 0.7, -0.4], [-0.3, 0.1, -0.4], [-0.9, -0.7, 1.5], [-2.0, 0.1, 1.3], [2.0, 0.8, 0.7], [-0.7, -0.3, -2.0], [-0.7, 2.1, -1.2], [2.4, 0.7, -0.5], [0.1, -0.1, -0.2], [-0.2, 0.1, 0.0], [0.1, 0.1, 0.1], [0.0, 0.2, 0.2], [-0.2, 0.1, -0.1], [-0.4, 0.1, 0.0], [2.1, -0.5, 0.7], [0.0, -0.2, 0.4], [1.1, -0.7, -2.3], [-0.2, -0.1, -0.2], [-0.1, 0.1, 0.1], [0.1, -0.3, -0.1], [-0.2, 0.0, -0.1], [-2.0, -0.3, -1.3], [-0.7, 1.4, -2.1], [-2.5, -0.8, 0.3], [0.1, -0.2, 0.4], [0.4, -1.3, 2.2], [0.0, 0.2, -0.1], [1.5, 2.1, -0.4], [0.5, 0.1, -2.4], [0.1, 0.1, 0.4], [-0.9, 0.1, 2.4], [-1.9, 1.1, -0.4], [0.8, 1.9, 1.0], [0.5, 0.3, -2.6], [-0.6, 0.9, 1.9], [0.2, 0.5, 2.5], [-2.0, 1.0, -1.4], [0.0, -0.2, 0.2], [-1.7, -1.4, 1.0], [1.2, -2.3, -0.2], [0.2, -0.2, 0.2], [-0.1, 0.1, 0.2], [0.0, -0.3, -0.1], [-1.9, -1.6, 0.8], [-0.1, 0.0, -0.4], [0.8, 1.9, -1.0], [2.1, -0.8, 1.0], [0.1, 0.2, 0.0], [0.2, 0.0, -0.2], [0.0, -0.1, 0.1], [-0.9, -1.8, -1.0], [0.3, -0.3, 0.1], [0.0, -0.1, 0.0], [0.1, -0.2, -0.3], [1.7, 1.6, -0.6], [-1.0, -2.1, 0.9]],
  "mulliken_charge": [-0.362, -0.464, -0.535, -0.299, -0.382, -0.333, -0.555, -0.339, -0.308, -0.567, -0.279, -0.559, -0.408, -0.787, -0.687, -1.113, -0.500, -0.574, -0.316, 0.732, -0.619, -0.696, -0.559, -0.636, -0.865, -0.622, 0.707, -0.131, -0.701, -0.620, -0.337, -0.131, 0.734, -0.409, -0.548, -0.520, -0.169, -0.387, 0.591, 0.497, 0.434, 0.308, 0.331, 0.229, 0.126, 0.318, 0.097, 0.289, 0.251, 0.289, 0.317, 0.223, 0.170, -0.104, 0.275, 0.292, 0.283, 0.315, 0.322, 0.448, 0.256, 0.133, 0.276, 0.252, 0.287, 0.213, 0.149, 0.226, 0.238, 0.196, 0.331, 0.222, 0.245, 0.195, 0.185, 0.290, 0.285, 0.271, 0.270, 0.339, 0.316, 0.305, 0.224, 0.338, 0.400, 0.400, 0.289, 0.348, 0.222, 0.274, 0.187, 0.220, 0.278, 0.181]
}